P:
C28H48F6O3SbTi as an isolated structure. Source: the Open Molecules 2025 dataset; level of theory: the ωB97M-V functional and the def2-TZVPD basis.

Summary:
* total charge: -1
* <S²>: 2.0043
* frontier orbital gap (alpha / beta): 5.7204 / 7.7916 eV
* HOMO energy (alpha / beta): -3.09 / -5.16 eV
* 2S+1: 3

Positions of all 87 atoms, in Å:
Ti 0.35 -0.49 0.86
C -1.73 -1.27 1.79
C -2.21 -0.49 0.70
C -1.77 -1.14 -0.50
C -1.04 -2.30 -0.10
C -1.01 -2.39 1.31
C -0.44 -3.53 2.14
C 0.25 -2.99 3.39
C -1.59 -4.45 2.56
C 0.58 -4.33 1.32
C -2.14 -0.96 -1.98
C -3.44 -1.72 -2.27
C -1.07 -1.59 -2.88
C -2.28 0.50 -2.42
C -3.15 0.71 0.94
C -3.38 0.88 2.46
C -4.53 0.48 0.33
C -2.60 2.06 0.44
H -1.89 -1.05 2.83
H -0.52 -2.97 -0.77
H -0.42 -2.37 3.98
H 1.12 -2.39 3.12
H 0.59 -3.82 4.02
H -2.30 -3.92 3.19
H -1.21 -5.32 3.12
H -2.13 -4.82 1.68
H 1.38 -3.69 0.95
H 0.10 -4.82 0.47
H 1.02 -5.11 1.94
H -3.30 -2.78 -2.07
H -3.72 -1.60 -3.32
H -4.27 -1.37 -1.65
H -0.98 -2.66 -2.73
H -0.09 -1.15 -2.71
H -1.34 -1.42 -3.93
H -3.17 0.97 -2.01
H -2.37 0.54 -3.51
H -1.41 1.09 -2.11
H -3.80 -0.02 2.90
H -4.08 1.70 2.62
H -2.45 1.12 2.97
H -4.95 -0.48 0.66
H -4.50 0.47 -0.76
H -5.21 1.28 0.63
H -1.52 2.13 0.60
H -3.07 2.88 1.00
H -2.81 2.24 -0.61
C 0.77 3.42 -2.62
C 1.23 2.12 -3.28
Sb 1.84 0.75 -1.73
C 2.69 -0.84 -2.91
C 2.90 -0.52 -4.39
C 3.70 1.71 -1.23
C 4.77 1.71 -2.30
H 0.42 4.15 -3.36
H 1.58 3.89 -2.06
H -0.04 3.25 -1.91
H 2.04 2.29 -3.98
H 0.41 1.66 -3.83
H 2.03 -1.70 -2.80
H 3.60 -1.08 -2.38
H 1.95 -0.29 -4.88
H 3.35 -1.36 -4.93
H 3.55 0.34 -4.52
H 4.03 1.17 -0.35
H 3.46 2.73 -0.91
H 5.07 0.70 -2.57
H 5.67 2.23 -1.96
H 4.43 2.22 -3.21
O 4.34 -1.35 0.06
C 3.57 -1.17 0.99
O 2.29 -1.13 0.92
H 3.97 -1.01 2.01
C -0.11 2.51 3.68
C 0.88 2.30 2.53
O 0.40 1.43 1.61
C 1.12 3.67 1.85
F 1.96 3.62 0.82
F 1.61 4.59 2.71
F -0.04 4.16 1.38
C 2.21 1.78 3.13
F 2.70 2.56 4.12
F 3.19 1.66 2.22
F 2.02 0.56 3.67
H -0.30 1.54 4.14
H -1.04 2.87 3.26
H 0.26 3.21 4.43

Mulliken population analysis, charges in e, atoms 1 to 2:
1 Ti 1.807
2 C -0.094

***

Q:
C28H48F6O3SbTi as an isolated structure. Source: the Open Molecules 2025 dataset; level of theory: the ωB97M-V functional and the def2-TZVPD basis.

Summary:
* total charge: -1
* <S²>: 2.0041
* frontier orbital gap (alpha / beta): 5.4918 / 7.7524 eV
* HOMO energy (alpha / beta): -2.75 / -5.02 eV
* 2S+1: 3

Positions of all 87 atoms, in Å:
Ti 0.79 -0.22 -0.15
C 0.50 -2.39 0.67
C 0.83 -1.63 1.83
C 2.16 -1.13 1.63
C 2.61 -1.67 0.38
C 1.61 -2.47 -0.21
C 1.81 -3.60 -1.21
C 0.62 -3.71 -2.16
C 1.91 -4.91 -0.40
C 3.12 -3.45 -1.98
C 3.15 -0.30 2.45
C 3.96 0.62 1.52
C 2.53 0.61 3.50
C 4.15 -1.25 3.14
C -0.04 -1.76 3.10
C -0.65 -0.48 3.69
C -1.24 -2.68 2.81
C 0.79 -2.47 4.18
H -0.40 -2.97 0.53
H 3.60 -1.53 -0.01
H -0.29 -3.99 -1.62
H 0.80 -4.49 -2.91
H 0.42 -2.77 -2.67
H 0.98 -5.11 0.13
H 2.71 -4.85 0.33
H 2.11 -5.75 -1.07
H 3.17 -2.52 -2.54
H 3.23 -4.28 -2.68
H 3.97 -3.48 -1.30
H 3.31 1.27 0.94
H 4.59 0.06 0.83
H 4.62 1.25 2.13
H 1.75 1.24 3.07
H 3.30 1.27 3.91
H 2.10 0.06 4.34
H 4.88 -0.69 3.72
H 4.68 -1.84 2.39
H 3.64 -1.95 3.81
H -1.24 0.04 2.95
H 0.10 0.21 4.07
H -1.30 -0.75 4.53
H -1.89 -2.26 2.03
H -1.84 -2.77 3.72
H -0.93 -3.67 2.50
H 1.59 -1.84 4.57
H 1.26 -3.37 3.77
H 0.15 -2.76 5.02
C -4.85 3.57 -3.10
C -3.46 4.08 -2.72
Sb -2.30 3.01 -1.24
C -3.33 3.74 0.54
C -4.61 4.55 0.38
C -3.30 1.12 -1.42
C -4.59 0.93 -0.65
H -5.26 4.13 -3.95
H -5.56 3.66 -2.28
H -4.83 2.52 -3.39
H -3.52 5.12 -2.37
H -2.82 4.10 -3.60
H -2.58 4.35 1.06
H -3.50 2.87 1.17
H -4.49 5.40 -0.29
H -4.97 4.94 1.34
H -5.42 3.93 -0.03
H -2.54 0.40 -1.11
H -3.45 0.98 -2.49
H -4.43 0.99 0.43
H -5.02 -0.06 -0.84
H -5.36 1.66 -0.90
O -0.94 0.64 0.85
C -0.27 1.70 1.00
O 0.89 1.84 0.54
H -0.71 2.52 1.60
C 1.10 2.67 -2.74
C 0.68 1.21 -2.91
O -0.10 0.70 -1.92
C -0.06 1.05 -4.26
F 0.65 1.52 -5.31
F -1.21 1.76 -4.24
F -0.39 -0.21 -4.55
C 1.99 0.38 -2.98
F 1.74 -0.93 -3.08
F 2.87 0.64 -3.97
F 2.66 0.57 -1.80
H 0.28 3.34 -2.99
H 1.95 2.93 -3.38
H 1.36 2.83 -1.70

Mulliken population analysis, charges in e, atoms 1 to 2:
1 Ti 0.813
2 C -0.274

***

Which structure wins on stability? P wins.

***

P:
One molecule with the formula C10H14N4O5. Source: the Open Molecules 2025 dataset; level of theory: the ωB97M-V functional and the def2-TZVPD basis.

Summary:
* total charge: 0
* frontier orbital gap: 9.9093 eV
* SMILES: N[C@@H](Cc1c[nH]cn1)C(=O)N[C@@H](CC(=O)O)C(=O)O
* HOMO energy: -9.41 eV

Positions of all 33 atoms, in Å:
N 0.56 -1.02 1.22
C 0.72 -0.66 -0.19
C 2.08 -0.80 -0.74
C 3.10 0.20 -0.29
C 4.14 0.85 -0.90
N 4.87 1.57 0.11
C 4.26 1.33 1.27
N 3.22 0.52 1.08
C -0.30 -1.60 -0.95
O 0.12 -2.57 -1.57
N -1.61 -1.38 -0.69
C -2.25 -0.18 -0.12
C -3.44 0.33 -0.95
C -3.62 1.78 -0.67
O -3.09 2.71 -1.22
O -4.58 1.96 0.29
C -2.83 -0.56 1.23
O -4.06 -0.58 1.36
O -2.00 -0.80 2.22
H 1.10 -0.34 1.74
H 1.06 -1.91 1.43
H 0.42 0.36 -0.30
H 2.59 -1.78 -0.38
H 2.07 -0.91 -1.83
H 4.47 0.90 -1.89
H 5.55 2.25 -0.09
H 4.49 1.72 2.25
H -2.18 -2.16 -0.98
H -1.48 0.57 -0.08
H -3.19 0.31 -2.04
H -4.34 -0.26 -0.86
H -4.83 1.04 0.63
H -1.02 -0.88 1.93

Mulliken population analysis, charges in e, atoms 1 to 2:
1 N -0.645
2 C 0.107

***

Q:
One molecule with the formula C10H14N4O5. Source: the Open Molecules 2025 dataset; level of theory: the ωB97M-V functional and the def2-TZVPD basis.

Summary:
* total charge: 0
* frontier orbital gap: 10.0218 eV
* SMILES: N[C@@H](CC(=O)O)C(=O)N[C@@H](Cc1c[nH]cn1)C(=O)O
* HOMO energy: -9.65 eV

Positions of all 33 atoms, in Å:
N -2.63 -0.25 2.49
C -2.70 0.33 1.16
C -2.78 1.86 1.26
C -3.47 2.58 0.09
O -4.20 3.52 0.28
O -3.21 2.15 -1.14
C -1.44 -0.05 0.35
O -1.37 0.23 -0.85
N -0.47 -0.65 1.03
C 0.76 -1.09 0.39
C 1.63 0.10 -0.07
C 2.48 -0.21 -1.27
C 2.67 0.52 -2.40
N 3.53 -0.22 -3.17
C 3.82 -1.36 -2.51
N 3.19 -1.38 -1.35
C 1.45 -2.02 1.40
O 0.98 -2.23 2.48
O 2.59 -2.57 1.01
H -3.27 0.22 3.12
H -2.94 -1.21 2.48
H -3.52 -0.06 0.59
H -1.79 2.31 1.38
H -3.37 2.18 2.14
H -2.56 1.39 -1.17
H -0.58 -0.86 2.00
H 0.47 -1.68 -0.51
H 0.97 0.92 -0.34
H 2.26 0.43 0.77
H 2.27 1.47 -2.73
H 3.88 0.04 -4.07
H 4.47 -2.13 -2.90
H 2.88 -2.29 0.07

Mulliken population analysis, charges in e, atoms 1 to 2:
1 N -0.798
2 C 0.365

***

Which structure wins on stability? Q wins.